Entry from the OMol25 dataset: a molecular structure, C5H8N2 (ωB97M-V with the def2-TZVPD basis set).

Last column: Löwdin charge in e.
CARTESIAN COORDINATES (ANGSTROEM)
C1 -0.8933 0.9125 0.6069  -0.08
C2 -0.1950 -0.1171 -0.8443  -0.18
C3 1.3273 -0.2084 -0.6854  -0.20
C4 1.9856 1.0972 -0.5667  -0.24
N1 2.5000 2.1274 -0.4542  0.14
C5 -0.8616 -0.9234 0.6226  -0.19
N2 -0.7192 -1.4524 -0.6845  -0.05
H1 -0.9243 0.8953 1.7097  0.08
H2 -0.1362 1.6610 0.3685  0.05
H3 -1.8591 1.2469 0.2294  0.08
H4 1.6508 -0.6665 -1.6282  0.13
H5 1.7012 -0.8663 0.1139  0.12
H6 -1.8673 -0.9856 1.0298  0.12
H7 -0.0806 -1.2149 1.3209  0.11
H8 -1.6285 -1.5056 -1.1384  0.11

Force components x, y, z for each atom (eV/Å):
-0.090 0.323 0.201
0.256 -0.011 -0.272
0.009 -0.014 0.013
0.434 0.880 0.099
-0.513 -1.004 -0.102
-0.139 -0.233 0.398
-0.092 0.039 -0.077
0.025 -0.040 -0.162
-0.100 -0.136 0.005
0.161 -0.070 0.040
-0.057 0.066 0.104
-0.080 0.085 -0.082
0.162 0.045 -0.071
-0.094 0.083 -0.138
0.117 -0.012 0.044

Results
E_HOMO	-8.337	eV
energy above the lowest of the compared OMol25 structures with the same formula, charge and spin	5.4920	eV
energy	-304.633669	Ha
LUMO	0.642	eV
Kohn-Sham gap	9.0	eV